{"formula": "C17H24BaN7S3", "method": "ωB97M-V/def2-TZVPD", "mol_weight_g_mol": 559.96, "e_tot_ev": -61645.4898, "total_charge": 1, "e_above_lowest_ev": 0.355, "symbols": ["Ba", "N", "C", "N", "C", "C", "S", "C", "C", "S", "C", "N", "N", "H", "H", "H", "H", "H", "H", "C", "N", "C", "C", "C", "C", "C", "C", "C", "C", "H", "H", "H", "H", "H", "H", "H", "H", "H", "H", "H", "H", "C", "N", "C", "N", "S", "H", "H", "H", "H", "H", "H"], "xyz": [[-0.077, -0.955, -1.051], [-1.566, 1.386, 1.943], [-0.510, 1.972, 1.315], [-0.024, 1.533, 0.182], [1.065, 2.306, -0.211], [1.382, 3.327, 0.611], [0.282, 3.366, 1.941], [1.774, 1.969, -1.466], [2.286, 2.861, -2.340], [3.020, 2.038, -3.664], [2.577, 0.542, -2.959], [1.931, 0.630, -1.822], [2.869, -0.661, -3.544], [-1.723, 0.405, 1.738], [-1.736, 1.619, 2.908], [2.199, 4.025, 0.529], [2.268, 3.937, -2.284], [3.453, -0.660, -4.364], [3.090, -1.413, -2.910], [3.142, -1.373, 0.799], [1.741, -1.450, 1.195], [1.500, -0.572, 2.337], [1.386, -2.850, 1.525], [-0.084, -3.032, 1.854], [-0.433, -3.747, 2.990], [-1.775, -3.942, 3.305], [-2.750, -3.412, 2.476], [-2.368, -2.698, 1.339], [-1.033, -2.474, 0.964], [3.818, -1.709, 1.598], [3.401, -0.348, 0.531], [3.323, -2.012, -0.070], [2.124, -0.856, 3.196], [0.455, -0.641, 2.635], [1.740, 0.458, 2.065], [2.025, -3.210, 2.346], [1.661, -3.446, 0.646], [0.332, -4.153, 3.645], [-2.050, -4.501, 4.191], [-3.798, -3.558, 2.714], [-3.177, -2.315, 0.714], [-4.241, 1.153, -2.478], [-3.327, 2.261, -2.239], [-2.057, 2.294, -2.641], [-1.377, 3.433, -2.414], [-1.305, 0.979, -3.424], [-5.171, 1.376, -1.962], [-3.831, 0.226, -2.085], [-4.431, 1.025, -3.542], [-3.713, 3.093, -1.824], [-1.840, 4.286, -2.150], [-0.444, 3.488, -2.786]]}